# 1
9
Properties=species:S:1:pos:R:3:lowdin_charge:R:1 method="wB97M-V/def2-TZVPD" lumo_energy_ev=0.730 relative_energy_ev=2.884 e_homo_ev=-9.5 gap_ev=10.191
Cl 0.61 1.57 -1.58 0.5327
Cl 2.08 -0.14 0.38 0.6901
C 0.61 0.12 -0.40 -1.2801
C -0.38 0.28 0.81 -0.1558
C -0.45 -0.73 -0.47 -0.2012
H -1.04 -0.10 -1.24 0.1032
H -0.61 -1.97 -0.16 0.1958
H 0.22 -0.07 1.72 0.0802
H -1.03 1.03 0.94 0.0351

# 2
16
Properties=species:S:1:pos:R:3:lowdin_charge:R:1 method="wB97M-V/def2-TZVPD" lumo_energy_ev="-1.307 / -1.310" relative_energy_ev=5.138 e_homo_ev="-8.8 / -8.8" gap_ev="7.515 / 7.511"
O -2.66 0.58 0.32 0.0266
O 0.36 -1.43 0.42 -0.1482
N -1.28 0.83 2.13 0.1278
C 1.84 -0.58 -1.31 -0.0119
C 0.03 0.63 -0.62 0.1585
C -1.64 0.29 0.92 -0.4618
C 0.36 -0.79 -0.74 -0.6312
H -0.21 -1.26 -1.57 0.1548
H 2.47 -0.05 -0.59 0.0851
H 1.87 -0.09 -2.29 0.0791
H -0.90 -0.63 0.71 0.1064
H -2.00 1.33 2.64 0.1036
H -0.60 0.32 2.67 0.1009
H -0.36 1.21 -1.46 0.1139
H 2.21 -1.60 -1.41 0.0901
H 0.51 1.20 0.17 0.1063

# 3
78
Properties=species:S:1:pos:R:3:lowdin_charge:R:1 method="wB97M-V/def2-TZVPD" lumo_energy_ev="-7.809 / -8.004" relative_energy_ev=3.727 e_homo_ev="-12.7 / -12.7" gap_ev="4.869 / 4.688" total_charge=+2
Hg 5.26 0.19 0.40 0.7376
Br 0.38 -0.68 1.07 0.9234
P 2.78 -0.63 4.09 1.1983
P 1.33 2.50 0.76 1.1039
O -0.78 -0.19 -1.37 -0.1716
O -1.16 1.43 -2.97 -0.0194
N -3.19 0.30 -3.71 0.1664
N 10.03 -2.59 -4.43 0.0672
C 7.70 -2.05 -4.47 -0.0019
C -0.18 3.07 1.67 -0.3644
C 1.02 -2.54 5.17 -0.1266
C 2.60 1.19 4.00 -0.3759
C 10.10 -2.19 -3.15 -0.1180
C 0.57 4.38 -1.14 -0.1041
C 0.08 4.43 2.27 -0.1424
C -2.43 -0.61 -2.83 -0.0617
C 8.99 -1.71 -2.46 -0.0175
C 1.66 -0.77 -1.55 -0.1158
C 2.64 1.99 5.34 -0.1142
C 5.45 -1.27 -1.71 -0.1497
C 3.56 -2.50 -0.49 -0.0713
C 2.21 -2.55 -0.09 -0.1098
C 2.97 -0.75 -2.08 -0.0325
C 2.71 3.56 1.23 -0.3826
C 3.98 -1.50 -1.43 -0.3546
C 0.82 2.90 -0.95 -0.3673
C 5.46 -1.36 3.98 -0.1502
C 1.32 -1.45 -0.37 -0.5894
C 1.30 -1.70 3.90 -0.4338
C 8.87 -2.52 -5.08 -0.1208
C 3.59 3.91 0.07 -0.1414
C 6.57 -1.36 -2.33 0.0546
C 4.17 -1.36 3.18 -0.4461
C 7.73 -1.69 -3.10 -0.2280
C -1.31 0.32 -2.38 -0.6487
H 1.37 5.01 -0.75 0.0609
H 3.55 3.18 -0.74 0.0597
H -4.19 0.21 -3.57 0.1662
H 1.62 2.52 -1.61 0.0868
H 0.50 4.55 -2.22 0.1009
H 0.41 -1.11 3.65 0.0216
H -3.07 -1.01 -2.02 0.1474
H 11.07 -2.28 -2.67 0.1166
H 8.88 -2.86 -6.12 0.1173
H -2.93 0.02 -4.66 0.1754
H 0.31 5.17 1.49 0.0759
H -0.01 -2.92 5.21 0.0893
H 1.19 -1.94 6.07 0.0671
H 0.89 4.40 2.99 0.0694
H -1.98 -1.46 -3.35 0.1447
H 1.71 1.91 5.92 0.0845
H 1.69 -3.41 5.21 0.0822
H 0.91 -0.14 -2.00 0.0702
H -2.78 1.25 -3.53 0.1378
H -0.37 4.68 -0.70 0.0812
H -0.42 2.32 2.44 0.0763
H 1.81 -3.40 0.50 0.1192
H 1.68 1.43 3.45 0.0462
H 4.31 -3.23 -0.19 0.1234
H 6.80 -2.04 -5.06 0.1104
H 2.33 4.45 1.69 0.0736
H 3.18 -0.16 -3.02 0.1423
H 3.26 3.02 2.00 0.0490
H 9.12 -1.42 -1.43 0.1081
H 3.43 1.56 3.38 0.0628
H 4.63 3.99 0.39 0.0851
H -0.08 2.34 -1.24 0.0629
H 5.81 -0.32 4.04 0.0780
H 6.20 -1.91 3.38 0.0875
H -0.81 4.76 2.79 0.0938
H 4.53 -0.79 2.26 -0.1189
H 3.49 1.68 5.96 0.0798
H 3.87 -2.35 2.81 0.0893
H 1.44 -2.38 3.05 0.0438
H 3.30 4.87 -0.34 0.0757
H 2.79 3.06 5.11 0.0826
H -1.01 3.09 0.94 0.1038
H 5.35 -1.80 4.98 0.0787

# 4
106
Properties=species:S:1:pos:R:3:lowdin_spin:R:1 method="wB97M-V/def2-TZVPD" spin_multiplicity=2 lumo_energy_ev="2.263 / 2.263" e_homo_ev="-4.3 / -4.3" gap_ev="6.579 / 6.609" s_squared=0.766 total_charge=-1
As -0.35 1.26 1.18 0.0041
Cr 1.18 -1.30 -0.32 1.0106
Si 0.03 -4.18 1.07 -0.0044
Si 2.15 -0.64 -3.36 0.0014
O 4.72 -1.17 5.37 -0.0001
O 3.13 -1.25 -0.22 0.0061
O 5.00 -1.64 0.92 0.0006
O 5.71 -1.61 3.43 -0.0001
N 1.74 -0.91 1.92 0.0020
N 1.28 -1.62 -2.22 0.0000
N -0.12 0.21 -0.34 -0.0043
N 0.37 -3.05 -0.22 -0.0292
N 1.26 -0.66 3.13 0.0002
C 0.59 -2.76 -2.60 0.0031
C 3.02 -1.16 2.10 0.0010
C -2.31 4.15 0.61 0.0000
C -0.42 -4.30 -4.18 -0.0014
C -1.62 1.51 -1.82 0.0001
C -5.12 1.76 1.33 0.0001
C 1.24 4.88 2.42 0.0000
C 0.11 -3.55 -1.53 0.0041
C 1.28 3.02 -1.43 0.0002
C -0.89 -5.08 -3.13 0.0023
C -3.10 0.39 -3.36 0.0004
C -0.10 3.12 3.52 0.0001
C 3.38 0.48 -2.49 0.0003
C -1.81 -4.58 1.19 -0.0010
C -2.66 -0.82 -2.86 0.0000
C 0.49 -3.60 2.78 0.0001
C -6.62 1.83 1.42 0.0000
C 1.01 -5.76 0.84 -0.0007
C 0.97 0.42 -4.37 0.0004
C -2.58 1.56 -2.82 -0.0001
C 3.23 -1.64 -4.53 0.0001
C 0.57 3.68 2.29 0.0000
C 0.30 -3.15 -3.91 0.0002
C 1.88 4.81 0.14 0.0000
C -2.30 1.61 1.13 0.0022
C -2.49 -0.91 1.68 -0.0001
C -4.45 0.56 1.52 0.0000
C 3.80 -1.39 0.85 0.0022
C 0.52 3.03 1.03 -0.0009
C -4.36 2.87 1.04 0.0001
C 1.21 3.60 -0.04 0.0000
C -2.97 2.83 0.93 0.0005
C -1.71 -0.87 -1.85 0.0007
C 2.63 6.78 1.52 0.0000
C 3.37 -1.10 3.46 -0.0001
C -3.07 0.46 1.43 0.0002
C 4.66 -1.29 4.17 0.0000
C 2.19 -0.76 4.08 0.0003
C -1.13 0.30 -1.34 0.0002
C 1.91 5.47 1.35 0.0000
C -0.63 -4.69 -1.82 -0.0029
H -1.86 4.61 1.50 0.0000
H 3.34 6.74 2.35 0.0000
H -4.86 3.82 0.87 0.0000
H -7.09 1.14 0.71 0.0000
H -6.98 2.84 1.20 0.0000
H -2.17 -4.46 2.22 -0.0001
H -1.24 2.44 -1.42 0.0000
H 0.62 3.56 -2.11 0.0000
H 0.31 -0.31 3.20 0.0000
H -1.16 2.90 3.36 0.0000
H -2.40 -3.92 0.55 0.0000
H -3.16 -1.67 1.25 0.0000
H -1.46 -5.98 -3.32 0.0002
H -2.42 -1.12 2.75 0.0000
H 0.63 -2.53 -4.74 0.0001
H 0.76 -6.30 -0.07 -0.0001
H 0.82 -6.43 1.69 -0.0001
H -2.03 -5.61 0.89 -0.0001
H 3.87 -0.94 -5.09 0.0000
H -6.97 1.56 2.42 0.0000
H -0.03 3.84 4.34 0.0000
H 1.98 -0.57 5.12 0.0000
H 2.69 -2.24 -5.26 0.0000
H 3.88 -2.30 -3.96 0.0001
H 5.48 -1.65 2.46 0.0000
H -1.51 4.07 -0.13 0.0000
H -1.41 -1.82 -1.44 0.0005
H 1.26 5.37 3.39 0.0000
H -3.84 0.43 -4.15 0.0000
H 2.41 5.23 -0.71 0.0000
H 2.08 -5.54 0.82 0.0000
H 3.66 1.29 -3.18 0.0000
H 0.33 -4.46 3.45 0.0000
H 1.54 -3.31 2.88 0.0000
H 0.99 1.97 -1.47 0.0002
H 4.27 -0.09 -2.24 0.0001
H 3.02 0.93 -1.57 0.0002
H 3.18 7.04 0.62 0.0000
H -0.15 -2.79 3.14 0.0000
H -1.52 -1.08 1.22 0.0002
H 2.29 3.11 -1.82 0.0000
H -0.63 -4.58 -5.20 -0.0002
H -2.93 2.53 -3.17 0.0000
H -3.05 -1.76 -3.25 0.0000
H 0.37 2.19 3.85 0.0000
H -1.03 -5.30 -1.02 -0.0001
H 0.38 -0.19 -5.06 0.0000
H 0.26 0.95 -3.72 0.0000
H 1.52 1.16 -4.96 0.0001
H -3.05 4.84 0.22 0.0000
H 1.93 7.59 1.73 0.0000
H -5.02 -0.35 1.73 0.0000

# 5
37
Properties=species:S:1:pos:R:3:lowdin_spin:R:1 method="wB97M-V/def2-TZVPD" spin_multiplicity=3 lumo_energy_ev="5.177 / 5.041" e_homo_ev="1.9 / -0.2" gap_ev="3.277 / 5.213" s_squared=2.008 total_charge=-2
Br 1.20 -2.35 0.65 0.0761
Ti 0.30 -0.58 -0.64 1.5850
N -0.38 0.43 1.43 0.0159
C -0.36 1.60 3.41 0.0027
C 2.74 -0.63 -1.37 0.0120
C -0.70 -1.24 -2.88 0.0346
C 1.63 1.98 1.92 0.0011
C 1.54 1.38 -1.45 0.0236
C 2.07 -0.57 -2.63 0.0159
C -1.88 -0.38 -1.08 0.0418
C -1.50 0.10 2.17 0.0052
C -1.52 0.84 3.38 0.0038
C -0.76 -2.26 -1.90 0.0331
C 2.46 0.59 -0.66 0.0008
C -2.55 -0.90 1.92 0.0012
C 1.34 0.68 -2.69 0.0432
C -1.37 -0.08 -2.38 0.0245
C -1.53 -1.76 -0.79 0.0303
C 0.32 1.35 2.19 0.0059
H 1.14 2.36 -1.20 0.0060
H -2.31 0.76 4.12 0.0004
H 3.43 -1.40 -1.04 0.0006
H -0.30 -1.37 -3.88 0.0051
H -3.31 -0.79 2.70 0.0000
H -2.15 -1.92 1.99 0.0007
H 2.98 0.93 0.23 0.0008
H 1.80 2.76 2.67 0.0000
H 2.44 1.25 2.04 0.0003
H -1.92 -2.37 0.02 0.0065
H 0.83 1.08 -3.55 0.0049
H 0.00 2.27 4.17 0.0002
H -3.07 -0.77 0.97 0.0001
H -1.54 0.86 -2.90 0.0049
H -0.37 -3.27 -1.98 0.0045
H 2.14 -1.31 -3.40 0.0023
H -2.51 0.28 -0.49 0.0056
H 1.67 2.44 0.94 0.0003

# 6
69
Properties=species:S:1:pos:R:3:lowdin_charge:R:1 method="wB97M-V/def2-TZVPD" lumo_energy_ev=-1.206 e_homo_ev=-7.8 gap_ev=6.577
Cl 3.15 -2.91 0.59 0.3564
S 1.44 -2.30 -0.43 0.3710
Si -3.34 1.36 -0.72 0.5226
Si -1.04 2.81 0.17 0.5293
O -4.76 -0.32 -4.27 -0.0746
O 0.98 -3.41 -1.25 -0.3719
O -4.58 -2.46 -3.74 0.0982
O -1.84 1.30 0.12 -0.3523
O 0.38 -1.88 0.49 -0.3475
N -0.73 0.27 4.91 -0.1536
C 0.47 -0.14 5.46 -0.1030
C 5.15 -3.68 -3.35 -0.0865
C -3.45 0.01 -2.10 -0.2392
C -2.18 1.88 3.60 -0.1892
C -1.78 -0.61 5.16 -0.0890
C -4.71 0.96 0.56 -0.2412
C 7.06 -3.19 -4.74 -0.0957
C 1.91 0.50 -0.82 -0.2221
C 0.23 -1.41 6.11 -0.0914
C 1.88 -0.90 -1.56 -0.2321
C -0.76 1.54 4.15 -0.1467
C 0.76 2.74 -0.48 -0.2611
C 5.45 -2.58 -2.55 -0.1085
C -1.20 -1.70 5.91 -0.0974
C -4.04 -1.51 -4.24 -0.3358
C 5.96 -3.99 -4.44 -0.0931
C -1.01 3.59 1.92 -0.2728
C -4.58 -0.32 1.19 -0.0265
C 7.36 -2.10 -3.94 -0.0976
C -2.28 3.23 2.79 -0.2387
C -4.41 0.59 -3.20 -0.2466
C 1.02 1.60 -1.54 -0.2365
C 6.55 -1.79 -2.85 -0.0955
H -2.55 1.05 2.96 0.0843
H -1.07 4.70 1.72 0.0826
H 1.09 -0.92 -2.35 0.1111
H -3.84 -0.90 -1.59 0.0855
H 1.02 -2.00 6.62 0.0845
H 1.41 0.43 5.39 0.1133
H -2.90 1.97 4.46 0.1208
H 1.39 2.53 0.43 0.0718
H 7.69 -3.43 -5.59 0.1006
H -3.60 2.65 -1.38 0.0003
H 1.52 1.94 -2.48 0.1124
H -2.99 -1.62 -4.61 0.1545
H -2.51 4.09 3.46 0.1063
H -5.53 1.67 0.82 0.0634
H -0.26 2.38 4.70 0.1349
H 4.30 -4.31 -3.12 0.1051
H 0.06 1.11 -1.85 0.0818
H -3.14 3.12 2.08 0.0915
H -1.72 -2.62 6.27 0.0850
H 1.09 3.73 -0.91 0.0818
H -3.89 -0.50 2.05 0.0575
H 5.72 -4.84 -5.07 0.1016
H -3.98 1.53 -3.64 0.1178
H 2.90 -1.11 -1.97 0.0831
H -0.02 3.42 2.42 0.0631
H -2.82 -0.44 4.83 0.1052
H -2.42 -0.13 -2.51 0.0831
H 2.96 0.91 -0.85 0.1217
H 1.61 0.34 0.24 0.0998
H 8.22 -1.48 -4.16 0.1001
H -5.16 -1.16 0.75 0.0718
H 4.82 -2.35 -1.70 0.0474
H 6.78 -0.93 -2.23 0.1000
H -0.11 1.34 3.25 0.1240
H -5.37 0.88 -2.67 0.1228
H -1.76 3.76 -0.70 -0.0025

# 7
16
Properties=species:S:1:pos:R:3:lowdin_charge:R:1 method="wB97M-V/def2-TZVPD" lumo_energy_ev=0.479 relative_energy_ev=3.550 e_homo_ev=-8.0 gap_ev=8.510
S -1.72 0.37 -0.36 0.5600
N 0.90 -0.36 -0.01 -0.0467
N 0.14 -0.52 -2.05 -0.0822
N 1.09 -0.01 1.26 0.0250
N 1.04 -1.70 -2.28 0.0383
C -0.07 -0.12 -0.81 -0.8113
C 0.29 0.99 1.65 -0.2546
C 0.22 1.19 3.14 -0.1231
H 0.41 -2.54 -2.34 0.1026
H 0.78 2.05 3.61 0.0618
H -0.87 1.62 3.46 0.1141
H 1.78 -0.68 -0.39 0.1417
H 1.28 -1.47 -3.25 0.0794
H -0.80 -0.76 -2.31 0.0610
H -0.43 1.47 0.90 0.0029
H 0.49 0.09 3.66 0.1311

# 8
86
Properties=species:S:1:pos:R:3:lowdin_charge:R:1 method="wB97M-V/def2-TZVPD" lumo_energy_ev=-1.613 relative_energy_ev=0.000 e_homo_ev=-8.9 gap_ev=7.275
Br -2.48 -1.19 -2.92 0.8571
Br -1.67 2.55 -5.34 0.7803
S 4.37 -2.73 0.88 0.7138
S 3.75 -0.27 -0.41 0.9906
Si -0.18 1.32 -2.91 0.3580
Si -0.74 3.40 -1.01 0.6126
O 2.64 -7.02 -5.49 0.0993
O -0.37 -1.08 5.79 0.1246
O 0.05 6.68 6.70 0.1066
O -0.08 2.87 -2.43 -0.4122
O 1.45 -2.02 4.21 0.0817
O 0.10 4.19 6.09 0.1252
O -2.96 1.61 -0.15 0.0706
O 0.74 -2.26 -4.24 0.0637
O -0.45 7.94 2.19 0.1266
O -0.47 5.44 1.60 0.0616
O -0.50 -4.31 -3.29 0.0874
O 1.89 -5.93 6.77 0.1276
O 3.90 -4.99 -6.41 0.1253
O 0.03 -5.04 8.29 0.1071
N 0.07 -2.99 -1.03 0.0913
N 1.96 -2.21 -0.07 -0.1592
C -3.84 3.81 -1.07 -0.2082
C 2.44 0.10 -2.81 -0.2960
C 2.41 -3.48 -5.39 0.0760
C 1.23 -3.33 -4.57 -0.3174
C -0.20 7.49 4.49 0.0748
C 1.41 -4.75 6.44 -0.2366
C -0.13 -2.68 0.29 -0.1323
C 0.99 -5.80 -4.32 0.0742
C -0.06 6.47 5.51 -0.3128
C 2.36 0.40 -1.34 -0.4759
C -0.05 5.02 5.08 -0.2397
C 0.32 -4.28 7.39 -0.3122
C 0.54 -4.57 -4.04 -0.2391
C 2.15 -5.96 -5.15 -0.3174
C 1.01 -2.22 0.92 -0.0424
C 3.30 -1.81 0.11 -1.1779
C 2.84 -4.71 -5.67 -0.2363
C -1.62 1.15 -4.08 -0.7808
C 1.36 -2.68 -1.21 -0.1430
C 1.18 -2.75 5.15 -0.3025
C -0.18 4.64 3.80 0.0741
C -2.54 0.21 -4.15 -0.8399
C -5.25 3.38 -0.75 -0.1118
C 0.11 -2.27 6.10 -0.2376
C -0.30 -2.99 7.15 0.0741
C -3.66 0.06 -5.07 -0.1679
C -0.34 5.66 2.79 -0.3075
C -0.32 7.11 3.21 -0.2363
C 1.81 -4.03 5.39 0.0777
C 1.40 0.79 -3.70 -0.2132
B -2.69 2.83 -0.70 -0.5350
H -3.73 4.02 -2.12 0.1021
H 3.41 0.39 -3.13 0.0998
H 1.12 0.09 -4.46 0.0551
H 2.39 1.45 -1.17 0.0752
H -3.42 -0.66 -5.83 0.0887
H 0.16 4.73 6.90 0.1217
H -1.07 -2.83 0.73 0.0909
H 1.89 -2.80 -2.12 0.1093
H -5.95 3.73 -1.48 0.0649
H -3.61 4.75 -0.59 0.0956
H -4.52 -0.31 -4.55 0.0618
H -0.19 8.53 4.80 0.1356
H 1.20 -1.93 1.92 0.0861
H 1.85 1.62 -4.21 0.0846
H -0.50 0.50 -1.72 0.0205
H 0.50 -6.69 -3.94 0.1353
H -5.57 3.78 0.19 0.0692
H 0.11 -0.78 4.99 0.1198
H -5.34 2.32 -0.72 0.0617
H 2.58 -4.36 4.71 0.1376
H -0.68 4.88 -1.09 -0.0261
H -0.65 -3.34 -3.27 0.0412
H 1.49 0.00 -0.87 0.0459
H -0.52 7.39 1.39 0.1213
H 1.41 -6.22 7.57 0.1214
H -0.18 3.61 3.49 0.1337
H 0.12 2.94 0.13 -0.0214
H 2.90 -2.59 -5.76 0.1350
H -3.91 0.99 -5.52 0.0394
H -3.36 1.61 0.72 0.1047
H 3.97 -5.96 -6.44 0.1206
H -1.06 -2.66 7.83 0.1355
H 2.39 -0.95 -2.96 0.0626

What did the seventh record say?
16
Properties=species:S:1:pos:R:3:lowdin_charge:R:1 method="wB97M-V/def2-TZVPD" lumo_energy_ev=0.479 relative_energy_ev=3.550 e_homo_ev=-8.0 gap_ev=8.510
S -1.72 0.37 -0.36 0.5600
N 0.90 -0.36 -0.01 -0.0467
N 0.14 -0.52 -2.05 -0.0822
N 1.09 -0.01 1.26 0.0250
N 1.04 -1.70 -2.28 0.0383
C -0.07 -0.12 -0.81 -0.8113
C 0.29 0.99 1.65 -0.2546
C 0.22 1.19 3.14 -0.1231
H 0.41 -2.54 -2.34 0.1026
H 0.78 2.05 3.61 0.0618
H -0.87 1.62 3.46 0.1141
H 1.78 -0.68 -0.39 0.1417
H 1.28 -1.47 -3.25 0.0794
H -0.80 -0.76 -2.31 0.0610
H -0.43 1.47 0.90 0.0029
H 0.49 0.09 3.66 0.1311